(1)
13
Properties=species:S:1:pos:R:3 method="wB97M-V/def2-TZVPD" total_energy_ha=-249.380786 e_lumo_ev=1.2 multiplicity=1 smiles="C#CC/N=C/C" total_charge=0 orbital_gap_ev=10.999 e_homo_ev=-9.83
C 3.07 -0.01 -0.22
C 2.03 0.56 -0.42
C 0.71 1.18 -0.60
N -0.19 0.57 0.37
C -1.11 -0.17 -0.07
C -1.94 -1.00 0.86
H 3.99 -0.50 -0.02
H 0.78 2.26 -0.39
H 0.37 1.06 -1.64
H -1.31 -0.27 -1.15
H -1.55 -0.87 1.87
H -3.00 -0.75 0.83
H -1.84 -2.06 0.57

(2)
13
Properties=species:S:1:pos:R:3 method="wB97M-V/def2-TZVPD" total_energy_ha=-249.218191 e_lumo_ev="0.1 / 0.4" multiplicity=1 total_charge=0 orbital_gap_ev="7.354 / 8.905" e_homo_ev="-7.23 / -8.46"
C 0.04 0.56 2.28
C -0.28 0.75 -1.32
C -0.40 -1.03 0.44
C 1.19 0.60 -1.04
C 0.36 -0.54 -0.95
N -0.36 -0.42 1.64
H -0.06 0.88 3.26
H -0.85 1.28 -0.61
H -0.40 1.11 -2.34
H -1.36 -1.14 -0.05
H 0.02 -2.00 0.78
H 1.74 1.20 -0.37
H 0.36 -1.24 -1.72

(3)
13
Properties=species:S:1:pos:R:3 method="wB97M-V/def2-TZVPD" total_energy_ha=-249.347298 e_lumo_ev=1.1 multiplicity=1 smiles=C#C[C@@H]1CN1C total_charge=0 orbital_gap_ev=10.350 e_homo_ev=-9.25
C 2.70 -1.07 -0.26
C 1.63 -0.63 -0.59
C 0.25 -0.21 -0.75
C -0.30 1.19 -0.77
N -0.26 0.43 0.43
C -1.40 -0.08 1.15
H 3.64 -1.44 0.08
H -0.37 -0.92 -1.30
H -1.25 1.33 -1.29
H 0.36 2.06 -0.81
H -1.05 -0.96 1.71
H -2.26 -0.38 0.53
H -1.71 0.67 1.87

(4)
13
Properties=species:S:1:pos:R:3 method="wB97M-V/def2-TZVPD" total_energy_ha=-249.297476 e_lumo_ev="0.3 / 0.9" multiplicity=1 total_charge=0 orbital_gap_ev="7.386 / 8.434" e_homo_ev="-7.08 / -7.53"
C 1.36 -0.28 -0.44
C 0.90 0.35 0.85
C 0.18 0.22 -1.24
N -0.91 0.70 -0.52
C -1.55 -0.38 0.24
C -0.51 0.63 0.85
H 1.46 -1.40 -0.44
H 2.33 0.08 -0.81
H 1.51 0.44 1.74
H -0.02 -0.09 -2.26
H -1.19 -1.38 0.04
H -2.61 -0.27 0.48
H -0.95 1.37 1.51

(5)
13
Properties=species:S:1:pos:R:3 method="wB97M-V/def2-TZVPD" total_energy_ha=-249.387430 e_lumo_ev=0.9 multiplicity=1 smiles="C=C=C/C=N/C" total_charge=0 orbital_gap_ev=10.144 e_homo_ev=-9.24
C -2.70 -0.43 -0.79
C -1.72 -0.76 0.00
C -0.70 -1.07 0.77
C 0.61 -0.41 0.62
N 0.77 0.60 -0.13
C 2.08 1.19 -0.21
H -3.36 0.40 -0.55
H -2.87 -0.95 -1.73
H -0.81 -1.83 1.55
H 1.43 -0.83 1.22
H 2.02 2.23 0.11
H 2.41 1.19 -1.26
H 2.84 0.67 0.40

(6)
14
Properties=species:S:1:pos:R:3 method="wB97M-V/def2-TZVPD" total_energy_ha=-303.710987 e_lumo_ev="-6.5 / -5.8" multiplicity=1 total_charge=+1 orbital_gap_ev="6.742 / 8.989" e_homo_ev="-13.29 / -14.74"
C -0.36 0.31 -0.14
C 1.08 0.79 0.03
C -1.47 0.78 -0.55
C -2.70 1.24 -1.13
C 2.54 -1.23 0.65
N 0.23 -0.97 0.14
N 1.47 -0.49 0.23
H 1.48 1.48 -0.63
H -3.34 1.88 -0.36
H -3.24 0.35 -1.41
H -2.52 1.87 -1.97
H 2.25 -1.96 1.39
H 2.93 -1.83 -0.09
H 3.32 -0.66 1.17

(7)
14
Properties=species:S:1:pos:R:3 method="wB97M-V/def2-TZVPD" total_energy_ha=-303.691785 e_lumo_ev="-3.5 / -6.7" multiplicity=3 total_charge=+1 orbital_gap_ev="6.645 / 9.489" e_homo_ev="-10.14 / -16.21" s_squared=2.0074
C -0.59 0.08 -0.77
C -2.18 -0.90 0.93
C -1.15 -0.51 1.60
C -0.14 -0.35 2.61
C 0.81 0.72 -2.81
N -1.34 0.11 0.24
N 0.05 0.36 -1.70
H -3.06 -1.43 0.67
H 0.07 0.70 2.79
H 0.79 -0.82 2.28
H -0.47 -0.83 3.53
H 1.11 1.77 -2.73
H 1.71 0.09 -2.86
H 0.22 0.57 -3.71

(8)
15
Properties=species:S:1:pos:R:3 method="wB97M-V/def2-TZVPD" total_energy_ha=-379.089922 e_lumo_ev="-5.2 / -5.2" multiplicity=1 total_charge=+1 orbital_gap_ev="6.976 / 6.974" e_homo_ev="-12.16 / -12.16"
N 1.07 -2.59 0.15
C 0.72 -1.74 0.87
C 0.46 -0.81 1.79
C -0.33 0.42 1.80
C -0.79 1.32 0.90
O -0.86 1.41 -0.50
C -0.10 0.52 -1.17
N -0.27 0.68 -2.52
H 0.53 -3.18 -0.50
H 0.65 -1.28 2.90
H -0.27 0.94 2.76
H -1.22 2.22 1.28
H 0.39 -0.40 -0.74
H 0.07 -0.06 -3.19
H -0.56 1.54 -2.87